1.
The following is a quantum chemistry calculation of a structure of composition C44H43LuN5O2S4, from the Open Molecules 2025 dataset.

The geometry in XYZ format:
```
99
Properties=species:S:1:pos:R:3
Lu 1.443 1.152 0.870
C 2.007 -2.164 4.793
S 3.347 -2.126 3.574
C 3.109 -0.581 2.734
S 1.894 0.559 3.267
N 3.887 -0.440 1.713
N 3.696 0.695 1.064
C 4.590 1.245 0.360
C 4.233 2.516 -0.268
C 5.195 3.245 -0.962
C 4.812 4.467 -1.494
C 3.539 4.947 -1.341
C 2.642 4.146 -0.638
N 2.953 2.973 -0.092
H 2.201 -1.452 5.611
H 2.068 -3.171 5.197
H 1.086 -1.975 4.294
H 5.624 0.858 0.206
H 6.180 2.845 -1.028
H 5.570 5.061 -1.982
H 3.218 5.887 -1.730
H 1.183 5.340 -1.072
C -1.501 -7.216 -0.522
C -1.094 -5.827 -0.080
C -0.557 -4.927 -1.017
C -0.240 -3.629 -0.628
C -0.455 -3.259 0.681
C -1.021 -4.100 1.596
C -1.367 -5.387 1.218
S 0.012 -1.700 1.451
O 0.964 -0.936 0.488
C -1.437 -0.629 1.433
C -1.875 -0.379 2.766
C -2.935 0.462 2.925
C -3.546 1.108 1.817
C -4.653 1.936 2.001
C -5.251 2.572 0.933
C -4.734 2.408 -0.362
C -3.639 1.613 -0.590
C -3.043 0.912 0.498
C -1.951 -0.014 0.292
C -1.722 -0.528 -1.094
C -2.667 -1.502 -1.516
C -3.588 -2.095 -0.585
C -4.477 -3.046 -0.972
C -4.444 -3.500 -2.302
C -3.560 -2.997 -3.204
C -2.622 -1.992 -2.833
C -1.698 -1.440 -3.747
C -0.822 -0.472 -3.348
C -0.833 -0.024 -2.001
S 0.282 1.330 -1.652
O 1.328 4.557 -0.494
C 1.816 0.687 -2.349
C 2.600 1.546 -3.100
C 3.805 1.098 -3.639
C 4.208 -0.228 -3.459
C 5.551 -0.674 -3.983
C 3.330 -1.100 -2.811
C 2.141 -0.656 -2.240
H -2.303 -7.181 -1.245
H -1.853 -7.785 0.334
H -0.640 -7.722 -1.006
H -0.386 -5.262 -2.038
H 0.157 -2.948 -1.365
H -1.129 -3.777 2.640
H -1.866 -5.998 1.951
H -1.435 -0.924 3.607
H -3.344 0.592 3.894
H -5.117 2.010 2.972
H -6.141 3.162 1.109
H -5.196 2.895 -1.213
H -3.293 1.424 -1.588
H -3.626 -1.830 0.454
H -5.173 -3.450 -0.237
H -5.147 -4.262 -2.645
H -3.463 -3.461 -4.179
H -1.709 -1.728 -4.801
H -0.119 -0.032 -4.028
H 2.234 2.529 -3.311
H 4.418 1.818 -4.198
H 6.329 -0.018 -3.555
H 5.575 -0.542 -5.063
H 5.763 -1.710 -3.744
H 3.560 -2.147 -2.743
H 1.514 -1.396 -1.734
N -1.431 5.353 3.854
C -1.374 3.913 3.405
C -0.121 3.633 2.598
N -0.334 2.440 1.735
H -2.348 5.497 4.271
H -1.328 6.034 3.090
H -0.745 5.595 4.563
H -2.300 3.703 2.853
H -1.400 3.330 4.340
H 0.721 3.425 3.232
H 0.148 4.458 1.938
H -1.011 2.638 0.950
H -0.868 1.725 2.252
```

The total charge is +3. The LUMO energy comes out at -7.85 eV. The HOMO energy is -14.728 eV.

***

2.
The following is a quantum chemistry calculation of a structure of composition C41H48As2F3O8PtSbSeSi, from the Open Molecules 2025 dataset.

The geometry in XYZ format:
```
106
Properties=species:S:1:pos:R:3
Pt -0.310 1.396 0.720
C -0.220 -1.402 5.343
C -0.706 0.042 5.151
C -2.139 0.174 5.682
C 0.203 1.014 5.917
C -0.654 0.386 3.718
C -0.593 0.660 2.536
H -0.240 -1.671 6.404
H 0.800 -1.508 4.971
H -0.858 -2.096 4.796
H -2.153 0.016 6.765
H -2.793 -0.566 5.216
H -2.539 1.169 5.471
H 0.171 0.795 6.989
H -0.124 2.045 5.762
H 1.231 0.936 5.563
C 0.141 -0.607 -3.374
O 0.732 -0.711 -2.069
C 1.817 -1.488 -1.983
O 2.302 -2.069 -2.918
C 2.425 -1.497 -0.602
C 2.847 -2.661 -0.118
As 3.989 -2.973 1.432
C 2.718 -4.146 2.367
C 3.625 -1.336 2.466
C 3.312 -0.128 2.002
As 2.672 0.291 0.174
C 4.507 0.533 -0.529
C 3.348 1.165 2.793
O 2.473 1.977 2.683
O 4.418 1.500 3.547
C 5.698 0.860 3.479
C 3.975 -1.647 3.888
O 4.842 -2.436 4.184
O 3.222 -1.010 4.778
C 3.487 -1.342 6.152
C 2.477 -3.947 -0.815
O 1.361 -4.286 -1.095
O 3.569 -4.710 -0.996
C 3.368 -5.963 -1.670
H -0.357 0.358 -3.407
H -0.580 -1.408 -3.512
H 0.901 -0.671 -4.146
H 2.567 -5.042 1.768
H 1.764 -3.640 2.502
H 3.134 -4.434 3.329
H 5.125 -0.312 -0.231
H 4.925 1.460 -0.140
H 4.471 0.587 -1.616
H 5.803 0.112 4.258
H 6.430 1.644 3.652
H 5.879 0.406 2.508
H 2.800 -0.738 6.735
H 4.519 -1.111 6.408
H 3.307 -2.402 6.321
H 4.124 -6.643 -1.289
H 3.503 -5.816 -2.739
H 2.371 -6.346 -1.477
F -6.202 -4.214 -3.247
C -5.428 -3.341 -2.575
C -4.061 -3.511 -2.596
C -3.274 -2.604 -1.893
C -3.850 -1.549 -1.191
C -5.238 -1.412 -1.193
C -6.037 -2.309 -1.886
Sb -2.630 -0.131 -0.099
C -3.677 1.548 -0.961
C -3.183 2.080 -2.152
C -3.801 3.152 -2.782
C -4.929 3.690 -2.198
F -5.529 4.741 -2.790
C -5.466 3.184 -1.034
C -4.835 2.106 -0.421
C -3.777 -0.246 1.698
C -4.406 -1.428 2.080
C -5.196 -1.477 3.223
C -5.354 -0.322 3.959
F -6.136 -0.355 5.057
C -4.733 0.863 3.623
C -3.923 0.888 2.498
H -3.629 -4.337 -3.146
H -2.200 -2.739 -1.887
H -5.709 -0.600 -0.652
H -7.116 -2.219 -1.898
H -2.297 1.657 -2.610
H -3.421 3.566 -3.708
H -6.363 3.627 -0.619
H -5.260 1.712 0.492
H -4.296 -2.324 1.481
H -5.691 -2.387 3.536
H -4.872 1.739 4.245
H -3.399 1.802 2.243
C -1.753 4.616 0.844
Si -0.210 4.714 -0.194
C -0.378 6.032 -1.500
C 1.363 4.932 0.773
Se 0.011 2.668 -1.273
H -1.940 5.554 1.377
H -1.664 3.811 1.577
H -2.614 4.401 0.203
H -0.364 7.024 -1.035
H -1.316 5.926 -2.052
H 0.448 5.979 -2.214
H 1.381 5.891 1.301
H 2.216 4.902 0.088
H 1.481 4.128 1.503
```

Its multiplicity is 3. The LUMO energy (spin up / spin down) comes out at -0.34 / -2.08 eV. The HOMO energy (spin up / spin down) is -7.477 / -7.840 eV.

***

3.
The following is a quantum chemistry calculation of a cluster of 3 separate species, C3H8OS2 in total, from the Open Molecules 2025 dataset.

The geometry in XYZ format:
```
14
Properties=species:S:1:pos:R:3
C 0.408 -0.516 0.652
C -0.107 0.844 0.170
O -0.770 0.778 -1.099
C 1.431 -1.107 -0.399
S 2.005 -2.763 -0.130
S -2.437 2.770 0.626
H -0.414 -1.266 0.728
H 0.888 -0.489 1.635
H -0.894 1.492 0.704
H 0.655 1.612 0.156
H -1.503 1.384 -0.900
H 2.378 -0.517 -0.368
H 1.019 -1.059 -1.382
H 0.325 -3.380 -1.042
```

The LUMO energy comes out at -3.68 eV. The HOMO energy is -9.410 eV.

***

4.
The following is a quantum chemistry calculation of the molecule CH5PS, from the Open Molecules 2025 dataset.

The geometry in XYZ format:
```
8
Properties=species:S:1:pos:R:3
C 0.406 -0.386 -1.134
S -0.487 0.935 -0.364
P -0.752 0.179 1.658
H 0.385 -0.229 -2.300
H 0.031 -1.484 -0.945
H 1.425 -0.519 -0.962
H 0.353 0.615 2.266
H -1.546 1.213 2.127
```

The SMILES is CSP. The LUMO energy comes out at 0.87 eV. The HOMO energy is -8.721 eV.

***

5.
The following is a quantum chemistry calculation of a cluster of 2 separate species, C7H13NSi in total, from the Open Molecules 2025 dataset.

The geometry in XYZ format:
```
22
Properties=species:S:1:pos:R:3
C -2.063 -1.804 -0.593
Si -1.301 -0.165 0.129
C -1.421 1.410 -1.058
C -1.831 0.285 1.783
C 0.517 -0.578 0.217
C 1.612 -1.044 0.234
N 2.867 -1.412 0.482
H -1.424 -2.633 -0.409
H -3.094 -2.038 -0.113
H -2.281 -1.913 -1.599
H -0.630 2.211 -0.774
H -1.070 1.156 -2.012
H -2.470 1.963 -1.224
H -1.791 -0.494 2.510
H -1.216 1.033 2.172
H -2.843 0.576 2.027
H 3.706 -1.071 0.081
H 2.828 -2.287 0.857
C 2.386 1.559 -0.731
C 3.565 1.662 -0.561
H 1.334 1.624 -0.778
H 4.621 1.958 -0.640
```

The SMILES is C[Si](C)(C)C#CN.C#C. The LUMO energy comes out at 0.91 eV. The HOMO energy is -8.377 eV.

***

6.
The following is a quantum chemistry calculation of the molecule C3H7NO2, from the Open Molecules 2025 dataset.

The geometry in XYZ format:
```
13
Properties=species:S:1:pos:R:3
N -1.222 1.028 0.938
C 0.184 0.897 0.688
O 0.901 0.983 1.651
C 1.070 -0.111 -0.187
C 0.243 -0.835 -1.190
O -0.766 -1.598 -0.566
H -1.896 1.636 0.484
H -1.348 1.008 1.953
H 1.522 -0.865 0.502
H 1.918 0.454 -0.598
H -0.163 -0.083 -1.877
H 0.881 -1.532 -1.731
H -1.325 -0.982 -0.066
```

The SMILES is NC(=O)CCO. The LUMO energy comes out at 0.53 eV. The HOMO energy is -9.581 eV.

***

It is found that the largest force on an atom values, taken in the order of the records, are 1.72; 0.65; 4.53; 4.32; 3.53; 3.32 eV/A.